Record 1
DFT (the ωB97M-V functional and the def2-TZVPD basis) results for a structure of composition C6H3BrClFN in a non-equilibrium geometry.

Total charge: +1
Gap between HOMO and LUMO: 8.14 eV
E_tot: -3418.85409 Ha
Strongest force on any atom: 5.5 eV Å⁻¹
HOMO: -0.4967 Eh
ΔE to the lowest compared entry with this formula, charge and spin: 8.7 kcal/mol

Last column: Löwdin charge in e.
Geometry (Å):
C  -0.0574  1.1471  0.1754  -0.43
C  0.1835  -1.1446  -0.3050  0.08
C  -0.2522  0.1440  -0.7463  -0.24
C  0.8566  -1.3234  0.9210  -0.15
C  0.8420  0.0673  1.9006  -0.63
C  -1.0964  0.8306  -1.7963  -0.30
N  0.3708  1.1535  1.3859  0.10
F  1.3080  -2.4704  1.3383  0.14
Cl  1.3495  -0.1754  3.4641  0.84
Br  -1.0547  2.5412  -0.9086  1.32
H  0.2780  -1.9668  -0.9470  0.12
H  -2.0235  0.4011  -1.7356  0.08
H  -0.7042  0.7959  -2.7464  0.08


Record 2
DFT (the ωB97M-V functional and the def2-TZVPD basis) results for a structure of composition C46H38N3O8PS2W.

Total charge: 0
Gap between HOMO and LUMO (spin up / spin down): 6.06 / 6.06 eV
E_tot: -3746.82975 Ha
Strongest force on any atom: 0.7 eV Å⁻¹
HOMO (spin up / spin down): -0.2462 / -0.2460 Eh
ΔE to the lowest compared entry with this formula, charge and spin: 0.0 kcal/mol

Last column: Löwdin charge in e.
Geometry (Å):
W  -0.2403  -0.0441  0.0385  1.43
O  -1.2363  -2.0895  -0.3422  -0.11
C  -0.5699  -3.1034  -1.1137  -0.28
C  0.8333  -2.5254  -1.3845  -0.55
O  1.6386  -3.1437  -2.0504  0.10
O  1.0382  -1.3739  -0.8498  -0.19
C  -1.2496  -3.3025  -2.4568  -0.15
C  -0.8004  -4.3113  -3.3083  -0.03
C  -1.3427  -4.4498  -4.5753  -0.07
C  -2.3361  -3.5796  -5.0114  -0.09
C  -2.7799  -2.5721  -4.1697  -0.08
C  -2.2361  -2.4305  -2.8976  -0.03
C  -0.4747  -4.3365  -0.2302  -0.13
C  -1.3652  -5.3950  -0.3542  -0.02
C  -1.3276  -6.4487  0.5503  -0.07
C  -0.4057  -6.4446  1.5851  -0.08
C  0.4784  -5.3810  1.7203  -0.06
C  0.4437  -4.3311  0.8183  0.00
H  -1.8130  -2.5048  0.3291  0.09
H  -0.0121  -4.9744  -2.9775  0.13
H  -0.9875  -5.2389  -5.2264  0.10
H  -2.7598  -3.6898  -6.0018  0.10
H  -3.5437  -1.8807  -4.5028  0.10
H  -2.5581  -1.6169  -2.2641  0.09
H  -2.0915  -5.4011  -1.1572  0.12
H  -2.0245  -7.2704  0.4448  0.10
H  -0.3772  -7.2661  2.2899  0.10
H  1.1919  -5.3636  2.5344  0.11
H  1.1163  -3.4898  0.9455  0.12
O  3.2403  2.3206  -0.0095  0.08
C  2.1596  1.9087  0.3448  -0.66
O  1.5782  0.8702  -0.2073  -0.30
C  1.3159  2.5627  1.4180  -0.20
P  -0.3902  2.3143  0.8570  1.01
C  -0.6766  3.5656  -0.4260  -0.35
C  -1.9437  3.6946  -0.9966  -0.12
C  -2.1545  4.5630  -2.0536  -0.07
C  -1.0984  5.3063  -2.5651  -0.08
C  0.1646  5.1772  -2.0119  -0.07
C  0.3772  4.3113  -0.9469  -0.06
C  -1.4235  2.7853  2.2726  -0.32
C  -2.1708  3.9609  2.3178  -0.08
C  -2.9021  4.2739  3.4550  -0.08
C  -2.8857  3.4224  4.5510  -0.08
C  -2.1351  2.2555  4.5124  -0.07
C  -1.4050  1.9370  3.3783  -0.11
H  1.6125  3.5894  1.6127  0.11
H  1.4075  1.9677  2.3305  0.10
H  -2.7716  3.1062  -0.6196  0.10
H  -3.1429  4.6540  -2.4866  0.10
H  -1.2612  5.9788  -3.3975  0.10
H  0.9952  5.7458  -2.4099  0.11
H  1.3780  4.2203  -0.5451  0.10
H  -2.1801  4.6369  1.4738  0.10
H  -3.4823  5.1875  3.4841  0.10
H  -3.4593  3.6684  5.4359  0.10
H  -2.1254  1.5787  5.3568  0.11
H  -0.8302  1.0171  3.3472  0.08
C  0.5122  -0.7928  1.8099  -0.15
C  0.7514  -1.2988  2.8920  -0.09
C  1.0202  -1.9667  4.1311  -0.25
C  2.0659  -1.5562  4.9627  -0.04
C  2.3159  -2.2187  6.1539  -0.09
C  1.5202  -3.2898  6.5391  -0.10
C  0.4752  -3.7004  5.7218  -0.08
C  0.2274  -3.0501  4.5235  -0.04
H  2.6808  -0.7187  4.6595  0.11
H  3.1330  -1.8948  6.7863  0.10
H  1.7146  -3.8031  7.4725  0.10
H  -0.1492  -4.5348  6.0169  0.10
H  -0.5834  -3.3678  3.8794  0.11
S  -0.3347  0.6947  -2.6048  0.74
C  1.0443  -0.0449  -3.2780  -0.78
N  0.9844  -0.9550  -4.2551  0.05
C  2.2948  -1.5262  -4.5551  -0.12
C  3.1934  -0.8564  -3.4932  -0.11
N  2.3034  0.1491  -2.9175  0.06
H  0.1017  -1.3399  -4.5463  0.13
H  2.6014  -1.2798  -5.5725  0.11
H  2.2777  -2.6075  -4.4321  0.11
H  4.0771  -0.3932  -3.9277  0.12
H  3.4873  -1.5697  -2.7252  0.11
H  2.5006  0.6550  -2.0597  0.12
O  -2.7427  -2.5525  1.9926  -0.27
S  -2.9060  -1.1607  2.3381  0.69
O  -2.6620  -0.7586  3.6817  -0.25
N  -2.0973  -0.2644  1.2156  -0.19
C  -2.9045  0.1864  0.2625  -0.53
O  -2.3383  0.6049  -0.7561  -0.15
C  -4.3401  0.0865  0.5742  -0.11
C  -5.4312  0.5765  -0.1126  0.02
C  -6.6888  0.3540  0.4366  -0.05
C  -6.8355  -0.3446  1.6293  -0.05
C  -5.7334  -0.8511  2.3115  -0.01
C  -4.4957  -0.6158  1.7563  -0.19
H  -5.3029  1.1166  -1.0415  0.13
H  -7.5679  0.7298  -0.0694  0.11
H  -7.8269  -0.5006  2.0343  0.11
H  -5.8444  -1.3991  3.2373  0.13